No. 1
The following is a DFT calculation (ωB97M-V with the def2-TZVPD basis set) of a 16-piece molecular cluster, C24H70BO33 overall at a distorted geometry.

Structure (XYZ):
```
128
Properties=species:S:1:pos:R:3:forces:R:3:lowdin_charge:R:1
O -1.699187 2.219674 -2.558505 0.7 -1.3 2.0 0.099
C -1.433153 1.529851 -1.574886 -2.2 1.4 -2.2 -0.331
O -0.582901 1.777151 -0.625630 0.0 -0.4 0.0 0.278
B -0.418081 0.508306 0.087243 -1.0 0.1 1.3 -0.915
O -1.611487 -0.348733 -0.205353 -0.3 0.8 -1.0 0.228
C -2.221729 0.212182 -1.217314 -1.9 -2.1 -2.3 -0.289
O -3.174689 -0.306146 -1.880965 2.9 2.1 2.4 0.058
O -0.362771 0.564386 1.544647 2.4 -0.7 -0.7 0.206
C 0.784607 -0.102961 1.847100 0.4 -0.3 3.3 -0.291
O 1.136287 -0.467015 2.967103 -0.9 1.0 -2.5 0.130
C 1.566773 -0.421232 0.549331 3.4 -2.9 2.5 -0.333
O 0.792577 -0.118339 -0.406915 0.1 0.0 -2.0 0.262
O 2.668919 -1.036976 0.529436 -3.5 2.1 -0.5 0.090
O -5.518356 -0.233520 0.603021 0.0 0.1 0.3 -0.044
H -6.318909 -0.410708 0.109107 -0.2 0.0 -0.1 0.029
H -4.810961 -0.388078 -0.023020 0.3 -0.1 -0.3 -0.006
O -1.169292 4.582694 -4.222922 -0.1 0.3 -0.6 -0.057
H -0.253295 4.606997 -3.946196 0.2 -0.1 0.0 0.026
H -1.506686 3.761907 -3.864145 0.0 -0.3 0.3 -0.012
O -2.377601 0.211998 -4.468126 -0.2 0.3 -0.7 -0.031
H -2.546895 0.988840 -5.001134 0.0 0.1 -0.2 0.073
H -2.681586 0.450853 -3.592472 -0.2 0.1 0.6 0.004
O -0.042157 -0.316649 6.483624 -0.2 0.1 0.3 -0.044
H 0.241367 -1.147131 6.865916 0.1 -0.2 0.1 0.031
H 0.460737 -0.241683 5.672631 0.1 0.0 -0.4 0.015
O 2.836255 1.070689 -2.321775 0.5 0.2 0.0 -0.036
H 2.650344 0.932421 -1.393043 0.0 -0.1 0.1 -0.006
H 1.978571 1.224571 -2.717901 -0.4 -0.2 -0.3 0.006
C -4.199745 -4.414672 -3.468505 2.0 -1.9 -1.4 -0.264
C -4.854744 -5.701138 -4.115980 0.6 2.6 0.9 -0.235
O -5.567819 -6.365150 -3.137130 -1.1 -1.2 0.8 -0.070
O -4.920138 -3.234546 -3.448821 -1.3 0.4 0.2 -0.050
H -3.302300 -4.197670 -4.047812 0.4 -0.3 -0.1 0.102
H -3.842094 -4.696557 -2.478182 -0.1 -0.2 0.4 0.102
H -4.086739 -6.402838 -4.441384 0.0 0.3 -0.2 0.120
H -5.477657 -5.334177 -4.931708 -0.1 -0.3 -0.4 0.115
H -6.222334 -5.777935 -2.751921 -0.1 0.1 0.0 0.089
H -4.247377 -2.580037 -3.247333 -0.2 0.5 0.0 0.067
C -2.311476 0.688731 3.649120 -0.1 -0.3 1.1 -0.207
C -2.849613 -0.247315 4.782220 1.3 0.0 0.8 -0.262
O -4.172052 -0.533117 4.567338 -3.1 -0.4 -1.6 -0.075
O -2.876695 1.950063 3.861619 -1.1 1.7 0.1 -0.065
H -2.510465 0.256440 2.668490 -0.3 0.0 0.1 0.114
H -1.273706 1.022045 3.642662 0.4 -1.6 0.6 0.098
H -2.927410 0.198706 5.773747 1.5 0.9 0.0 0.112
H -2.405304 -1.231890 4.928146 1.3 0.2 -0.5 0.109
H -4.482029 -1.053418 5.312182 -0.1 0.1 -0.1 0.086
H -3.539578 2.246138 3.233499 -0.1 -0.6 -0.1 0.090
C -0.470961 -2.145142 -3.701990 0.9 -0.5 -1.0 -0.211
C 0.750847 -1.322089 -4.219492 -1.1 0.2 1.6 -0.174
O 0.539571 0.091351 -3.987747 0.4 -0.5 -0.4 -0.091
O -1.609992 -2.236306 -4.575630 1.0 -0.7 0.9 -0.082
H -0.731024 -1.850004 -2.685450 -0.2 0.6 0.0 0.104
H -0.056120 -3.138482 -3.530868 -0.2 -0.4 -0.4 0.108
H 1.048014 -1.516871 -5.249950 -0.3 -0.1 -0.1 0.122
H 1.568979 -1.626948 -3.566951 0.2 0.2 -0.1 0.097
H -0.024557 0.371997 -4.712042 -0.3 0.3 0.2 0.068
H -2.138461 -1.456784 -4.389399 -0.1 0.4 -0.5 0.005
C 4.366917 -4.520826 -0.565325 1.0 -0.2 1.6 -0.234
C 3.008824 -4.301863 -1.135219 0.4 0.1 -2.3 -0.257
O 2.890494 -3.108447 -1.856296 -0.1 1.1 -0.7 -0.069
O 5.526666 -4.903510 -1.341223 -1.0 0.7 -0.2 -0.060
H 4.214221 -5.291979 0.189724 0.2 0.0 0.5 0.114
H 4.644696 -3.575212 -0.099760 0.3 -0.2 0.3 0.117
H 2.184874 -4.272548 -0.422237 0.3 -1.1 0.4 0.123
H 2.970549 -5.026459 -1.948612 -1.0 -0.8 0.3 0.122
H 2.654370 -2.409252 -1.242319 0.2 0.4 0.1 0.047
H 5.410977 -5.758243 -1.762706 -0.3 -0.1 0.1 0.072
C -2.368198 -3.322314 0.366245 0.3 3.3 -1.0 -0.296
C -0.866819 -3.480969 0.353070 -0.8 -0.1 -1.0 -0.244
O -0.549794 -4.054047 1.588271 0.9 0.1 0.3 -0.036
O -2.989472 -4.514479 0.547383 -1.1 -2.4 0.3 -0.029
H -2.761967 -2.829051 -0.522418 0.4 0.0 -0.5 0.109
H -2.670627 -2.610717 1.134530 0.3 0.0 0.6 0.127
H -0.351497 -2.558608 0.085144 0.0 0.2 0.8 0.105
H -0.595924 -4.140085 -0.471718 0.0 -0.4 -0.2 0.117
H -1.216648 -4.742613 1.640935 0.0 -0.4 0.5 0.074
H -3.677238 -4.593767 -0.117666 0.0 -0.3 0.2 0.088
C 1.897327 2.890117 3.704500 0.7 -1.0 1.2 -0.245
C 3.364450 3.417703 3.671458 -1.1 0.5 -0.8 -0.183
O 4.255343 2.702180 2.763473 -1.1 0.6 1.1 -0.071
O 1.154454 3.309695 2.601872 0.1 0.2 -1.3 -0.055
H 1.293078 3.130976 4.579133 0.7 0.7 0.6 0.123
H 1.935220 1.806204 3.813142 0.1 -0.4 -0.5 0.083
H 3.802051 3.496933 4.666607 -0.1 -0.3 0.0 0.109
H 3.236149 4.433212 3.296777 0.4 0.1 -0.2 0.112
H 4.704534 2.095981 3.357068 0.2 -0.1 -0.2 0.022
H 0.216711 3.229510 2.791102 0.0 -0.1 0.1 0.084
C -5.693509 4.084557 -2.428318 -0.9 -2.5 0.0 -0.285
C -4.787181 3.230285 -1.531945 -1.6 0.2 -0.9 -0.240
O -4.416521 3.944102 -0.365479 0.4 -0.9 -0.3 -0.038
O -4.892299 4.682888 -3.353338 1.2 2.0 -1.7 -0.048
H -6.426000 4.751327 -1.973361 0.4 0.3 0.6 0.123
H -6.310810 3.342830 -2.935153 -0.4 -0.2 -0.2 0.111
H -4.014007 2.899208 -2.225264 0.9 0.5 0.4 0.098
H -5.312169 2.279893 -1.435920 -0.1 0.1 1.7 0.110
H -4.036275 4.737838 -0.748865 0.2 0.3 0.3 0.070
H -5.094124 4.408420 -4.250851 0.0 0.1 0.2 0.097
C 5.455329 0.548570 0.186223 0.8 2.1 -0.9 -0.251
C 6.406242 0.549520 -1.050070 0.9 -2.1 1.1 -0.174
O 7.814782 0.454453 -0.627799 -0.5 1.1 -0.6 -0.106
O 5.528411 -0.630020 0.937365 0.0 -0.4 -0.1 -0.058
H 4.468844 0.911198 -0.102638 -0.4 -0.8 -0.2 0.096
H 5.737911 1.373996 0.839628 0.5 0.1 0.1 0.103
H 6.317834 1.312305 -1.823665 0.0 0.6 0.8 0.115
H 6.253114 -0.369188 -1.616315 -0.5 -0.3 0.0 0.106
H 7.944521 -0.169374 0.090265 -0.6 -0.2 0.0 0.064
H 4.660583 -1.040331 0.948706 -0.2 -0.1 -0.1 0.042
C 4.465058 0.050678 4.382311 1.1 -0.2 0.0 -0.210
C 4.586905 -1.457209 4.833279 -2.1 1.5 -2.3 -0.259
O 5.837744 -1.739740 5.241335 3.2 -0.2 1.5 -0.049
O 4.611988 1.021918 5.388684 -0.8 0.7 1.7 -0.076
H 3.601934 0.346366 3.785923 -0.5 -0.8 0.4 0.096
H 5.282114 0.390300 3.745765 0.4 -1.6 -0.9 0.110
H 4.456861 -2.026745 3.913049 -0.9 -0.1 -0.3 0.115
H 3.913987 -1.821601 5.609483 -0.8 0.7 -0.2 0.121
H 5.781211 -2.610752 5.641004 0.5 0.0 0.1 0.095
H 5.515100 1.036479 5.713917 0.0 -0.3 0.0 0.094
C -0.889216 5.584672 -1.253837 1.1 0.5 0.4 -0.225
C 0.182980 5.227878 -0.196756 1.0 -0.5 -1.4 -0.209
O 1.332736 6.089781 -0.313852 -0.5 0.6 0.6 -0.071
O -1.381903 6.920927 -1.172489 -0.4 -0.1 0.5 -0.053
H -1.661297 4.815858 -1.223668 -0.2 0.0 -0.2 0.101
H -0.422156 5.635160 -2.237403 0.1 -0.7 0.2 0.094
H 0.644974 4.269798 -0.434955 -0.9 -0.6 -0.2 0.103
H -0.173713 5.067825 0.820724 0.0 0.8 0.2 0.108
H 2.011897 5.589170 -0.771821 0.0 0.1 0.1 0.077
H -2.179319 6.943508 -0.638422 0.0 0.0 0.1 0.073
```
Positions in Å, forces in eV/Å.

Results
total energy: -3464.2341 a.u.
LUMO level: 1.42 eV
frontier orbital gap: 9.05 eV
ΔE to the lowest compared entry with this formula, charge and spin: 1.14 kcal per mole
total charge: -1
largest force on an atom: 5.103 eV/Å



No. 2
The following is a DFT calculation (ωB97M-V with the def2-TZVPD basis set) of a 2-piece molecular cluster, C3H4OS2 overall at a distorted geometry.

Structure (XYZ):
```
10
Properties=species:S:1:pos:R:3:forces:R:3:lowdin_charge:R:1
C 1.515138 0.912632 -0.588529 -1.7 -4.6 1.6 0.061
C 1.023574 -0.265020 -0.157848 3.9 3.0 -1.3 -0.204
C 0.556273 -1.169623 0.618357 -0.3 -1.4 -0.4 -0.099
O -1.551671 1.119802 -0.881977 0.6 1.4 -0.5 -0.542
S -3.514763 -0.265398 0.628645 1.3 0.0 -0.5 0.223
S -1.832090 -0.161306 -0.313267 -3.0 -1.3 0.6 0.397
H 2.417518 1.423136 -0.599454 1.7 0.0 -0.3 0.050
H 0.602725 -0.843236 1.602002 -0.2 0.1 2.1 0.062
H 0.150343 -2.140094 0.392501 0.1 -0.1 -0.2 0.068
H 0.632951 1.389108 -0.700434 -2.4 2.9 -1.0 -0.015
```
Positions in Å, forces in eV/Å.

Results
total energy: -988.1825 a.u.
LUMO level: -1.61 eV
frontier orbital gap: 7.97 eV
ΔE to the lowest compared entry with this formula, charge and spin: 93.92 kcal per mole
total charge: 0
largest force on an atom: 5.133 eV/Å



No. 3
The following is a DFT calculation (ωB97M-V with the def2-TZVPD basis set) of an isolated ion of composition C6H9N2O3S2 and charge +1 at a distorted geometry.

Structure (XYZ):
```
22
Properties=species:S:1:pos:R:3:forces:R:3:lowdin_charge:R:1
C 1.602313 -0.192394 0.305533 0.9 1.7 -1.2 -0.298
C -0.516790 -0.274225 -0.538392 0.8 0.0 0.9 -0.524
C -2.167066 1.459759 -0.056523 1.0 -0.1 -0.4 -0.390
C 1.589636 -1.586805 -0.220277 -3.1 0.1 3.8 -0.557
C -3.581544 1.835777 -0.233100 0.3 -1.1 -4.6 0.048
C 1.799604 -2.614773 0.957468 -1.1 3.2 -1.9 -0.003
N 0.408944 0.464732 0.071140 -0.6 0.7 0.1 0.062
N -1.765240 0.182181 -0.547989 0.4 1.9 0.9 0.163
O -1.324536 2.228791 0.357872 -0.5 0.0 0.3 0.122
O 3.020273 2.152576 0.151623 -0.6 0.0 -0.2 -0.282
O 4.221594 -0.009036 0.123477 -0.1 -0.3 -0.4 -0.290
S -0.008667 -1.835110 -1.039941 -0.5 0.3 -0.3 1.170
S 3.035296 0.751506 -0.127208 0.2 -0.4 1.1 0.867
H 2.325035 -1.708925 -0.861092 3.4 -0.7 -3.3 0.054
H -3.862346 2.351750 0.564144 -1.3 2.2 3.7 0.046
H -4.357974 1.058338 -0.470136 1.1 0.6 0.1 0.126
H -3.501182 2.640454 -1.054483 -0.5 -1.3 0.9 0.158
H 1.122818 -2.286126 1.706525 -0.4 -0.2 1.1 0.086
H 2.797858 -2.343641 1.140064 1.5 -0.9 1.0 0.082
H 1.528627 -3.511445 0.516289 0.2 -2.3 -0.1 0.062
H 0.083604 1.485650 0.314969 0.6 -1.6 0.0 0.171
H -2.450261 -0.249034 -1.059956 -1.8 -1.7 -1.4 0.125
```
Positions in Å, forces in eV/Å.

Results
total energy: -1365.2918 a.u.
LUMO level (alpha / beta): -5.54 / -5.54 eV
frontier orbital gap (alpha / beta): 7.27 / 7.27 eV
ΔE to the lowest compared entry with this formula, charge and spin: 0.00 kcal per mole
total charge: +1
largest force on an atom: 4.890 eV/Å



No. 4
The following is a DFT calculation (ωB97M-V with the def2-TZVPD basis set) of a 3-piece molecular cluster, C10H27BNO8P overall.

Structure (XYZ):
```
48
Properties=species:S:1:pos:R:3:forces:R:3:lowdin_charge:R:1
C -2.328906 -2.875938 0.516107 0.1 0.0 0.1 -0.088
C -2.761702 -3.085676 -0.943170 0.0 -0.3 -0.2 -0.364
O -2.200615 -2.192132 -1.882525 0.0 0.0 -0.1 -0.463
P -2.536367 -0.501964 -1.714888 -0.1 0.5 0.5 0.831
B -2.807716 1.434191 -1.352277 -0.1 -0.3 -0.6 -0.756
N -3.769818 1.907289 -0.438080 0.5 -0.4 0.7 0.152
O -2.010203 2.363078 -2.005226 -0.1 0.4 0.4 0.068
H -1.691195 -3.693919 0.854601 0.0 0.0 0.0 0.068
H -3.191836 -2.824326 1.181363 0.0 0.0 0.0 0.070
H -1.757718 -1.957903 0.647807 0.0 0.0 0.0 0.041
H -3.855985 -3.068960 -1.015311 0.0 0.1 0.0 0.090
H -2.451961 -4.083019 -1.260479 -0.1 0.0 -0.1 0.105
H -2.435958 -0.338440 -3.101295 0.1 -0.2 -0.2 0.022
H -1.295041 -0.391922 -1.029409 0.1 0.0 0.0 0.011
H -3.790428 -0.859868 -1.117620 0.0 -0.1 0.0 0.026
H -3.454745 2.695452 0.113876 -0.4 0.3 -0.2 0.081
H -4.123482 1.193509 0.185772 -0.4 0.1 -0.1 0.060
H -1.077940 2.206633 -1.875923 0.4 -0.2 -0.4 0.076
C 4.611796 -1.352715 -0.173650 -0.1 -0.1 0.0 -0.060
C 4.796503 -0.988117 -1.629483 0.1 0.1 0.0 -0.207
O 4.114722 -1.904832 -2.503964 0.0 0.0 0.0 0.038
C 2.801264 -1.716743 -2.615252 0.0 -0.1 0.1 -0.612
O 2.163646 -0.844558 -2.075114 0.0 0.0 0.0 0.103
O 2.307662 -2.661497 -3.409392 0.0 0.1 -0.1 0.011
C 0.886099 -2.589348 -3.587064 -0.2 -0.1 0.0 -0.031
H 4.921325 -2.383131 0.001531 0.0 0.0 0.0 0.083
H 5.216242 -0.696439 0.452486 0.0 0.0 0.0 0.082
H 3.569060 -1.248810 0.122440 0.0 0.0 0.0 0.062
H 5.841204 -1.066433 -1.921674 0.0 0.0 0.0 0.123
H 4.454063 0.024965 -1.834923 -0.1 0.0 0.0 0.122
H 0.586911 -1.603294 -3.933656 0.0 0.0 0.0 0.094
H 0.378658 -2.814584 -2.651804 -0.1 0.1 0.0 0.083
H 0.630797 -3.336019 -4.331746 0.1 0.0 0.0 0.095
C -0.698367 4.717311 3.780009 0.0 0.0 -0.1 -0.064
C -0.611173 3.385561 4.489734 0.0 0.1 0.2 -0.209
O -0.820856 2.281415 3.588892 0.0 0.0 0.0 0.033
C 0.226751 1.956759 2.833987 0.0 0.0 -0.1 -0.614
O 1.312807 2.475787 2.857979 0.0 0.0 0.0 0.125
O -0.137488 0.957331 2.029428 0.0 0.0 0.0 -0.001
C 0.872818 0.531600 1.108453 0.0 -0.1 -0.2 -0.039
H -1.647959 4.804469 3.251380 0.0 0.0 0.0 0.080
H -0.630211 5.527579 4.505707 0.0 0.0 0.0 0.081
H 0.112061 4.829072 3.061801 0.0 0.0 0.0 0.076
H -1.403898 3.281844 5.227121 0.0 0.0 0.0 0.122
H 0.347497 3.260422 4.990559 0.0 0.0 0.0 0.123
H 1.803959 0.293070 1.616469 0.0 0.0 0.1 0.093
H 1.059785 1.306268 0.366294 0.0 0.0 0.0 0.101
H 0.475938 -0.353016 0.620131 0.0 0.0 0.0 0.074
```
Positions in Å, forces in eV/Å.

Results
total energy: -1420.1322 a.u.
LUMO level: 0.45 eV
frontier orbital gap: 8.80 eV
total charge: 0
SMILES: CCO[PH3]B(N)O.CCOC(=O)OC.CCOC(=O)OC
largest force on an atom: 0.967 eV/Å